[1]
# C33H66NO10

4 unconnected molecules or ions with the total composition C33H66NO10 (ωB97M-V/def2-TZVPD, the Open Molecules 2025 dataset).

Each line ends with the Löwdin spin population.
Element x y z (Å)
C 3.672 -3.692 5.811  0.00
C 4.627 -3.889 4.632  0.00
C 6.084 -3.578 4.968  0.00
C 6.370 -2.092 5.192  0.00
C 6.422 -1.264 3.889  0.00
C 5.154 -0.431 3.687  0.00
C 5.259 0.613 2.557  0.00
C 4.088 0.593 1.564  0.00
C 3.110 1.764 1.699  0.00
C 2.537 1.986 3.109  0.00
C 2.012 0.748 3.862  0.00
C 0.485 0.677 4.034  0.00
C -0.287 -0.249 3.058  0.00
C 0.427 -0.520 1.741  0.00
C -0.399 -1.373 0.771  0.03
C -1.506 -0.503 0.122  0.01
C 0.536 -1.861 -0.340  0.01
N -1.043 -2.529 1.460  0.39
O -1.198 -3.562 0.730  0.50
C -0.646 -2.823 2.858  0.03
C 0.748 -3.479 2.913  0.02
C -1.663 -3.841 3.410  0.00
C -0.719 -1.566 3.729  0.00
H 4.126 -4.018 6.747  0.00
H 2.761 -4.276 5.673  0.00
H 3.359 -2.652 5.908  0.00
H 4.274 -3.308 3.778  0.00
H 4.573 -4.935 4.323  0.00
H 6.331 -4.112 5.890  0.00
H 6.735 -3.988 4.194  0.00
H 7.284 -1.970 5.772  0.00
H 5.565 -1.696 5.817  0.00
H 7.293 -0.611 3.876  0.00
H 6.488 -1.979 3.065  0.00
H 4.891 0.056 4.628  0.00
H 4.342 -1.124 3.464  0.00
H 5.397 1.611 2.969  0.00
H 6.161 0.370 1.993  0.00
H 4.471 0.624 0.542  0.00
H 3.533 -0.346 1.635  0.00
H 2.327 1.687 0.943  0.00
H 3.665 2.672 1.440  0.00
H 3.332 2.442 3.702  0.00
H 1.759 2.747 3.028  0.00
H 2.397 -0.170 3.430  0.00
H 2.428 0.802 4.870  0.00
H 0.286 0.305 5.040  0.00
H 0.047 1.674 3.997  0.00
H -1.205 0.272 2.781  0.00
H 1.391 -1.004 1.889  0.00
H 0.596 0.432 1.236  0.00
H -1.724 0.368 0.740  0.00
H -2.416 -1.073 -0.037  0.00
H -1.139 -0.114 -0.827  0.00
H -0.034 -2.246 -1.180  0.00
H 1.240 -2.605 0.025  0.00
H 1.092 -0.989 -0.688  0.00
H 0.784 -4.096 3.812  0.00
H 1.537 -2.736 3.031  0.00
H 0.921 -4.102 2.041  0.00
H -1.396 -4.844 3.082  0.00
H -2.669 -3.615 3.070  0.00
H -1.603 -3.831 4.497  0.00
H -1.759 -1.450 4.043  0.00
H -0.151 -1.780 4.635  0.00
C -4.264 -3.664 -0.956  0.00
C -5.258 -2.532 -0.820  0.00
O -5.060 -1.520 -1.822  0.00
C -5.535 -1.811 -3.030  0.00
O -6.138 -2.805 -3.337  0.00
O -5.240 -0.798 -3.844  0.00
C -5.653 -0.991 -5.201  0.00
H -3.243 -3.281 -0.947  0.00
H -4.375 -4.362 -0.126  0.00
H -4.414 -4.209 -1.887  0.00
H -5.116 -2.014 0.127  0.00
H -6.287 -2.888 -0.859  0.00
H -6.712 -1.233 -5.255  0.00
H -5.069 -1.784 -5.665  0.00
H -5.469 -0.053 -5.715  0.00
C 3.244 6.999 -3.093  0.00
C 4.309 7.636 -2.227  0.00
O 3.808 7.975 -0.924  0.00
C 3.697 6.957 -0.075  0.00
O 4.004 5.814 -0.289  0.00
O 3.195 7.424 1.068  0.00
C 2.981 6.422 2.063  0.00
H 2.366 7.643 -3.150  0.00
H 3.627 6.839 -4.101  0.00
H 2.934 6.037 -2.687  0.00
H 4.632 8.583 -2.654  0.00
H 5.182 6.993 -2.126  0.00
H 3.887 5.848 2.242  0.00
H 2.174 5.755 1.761  0.00
H 2.698 6.943 2.973  0.00
C -7.302 -0.823 -11.102  0.00
C -6.710 0.569 -11.057  0.00
O -7.642 1.532 -10.540  0.00
C -7.790 1.530 -9.219  0.00
O -7.199 0.831 -8.438  0.00
O -8.702 2.448 -8.902  0.00
C -8.997 2.529 -7.505  0.00
H -8.236 -0.819 -11.666  0.00
H -6.606 -1.509 -11.583  0.00
H -7.512 -1.192 -10.100  0.00
H -6.479 0.919 -12.061  0.00
H -5.794 0.597 -10.468  0.00
H -8.089 2.672 -6.924  0.00
H -9.510 1.628 -7.174  0.00
H -9.650 3.388 -7.386  0.00

Calculated values
* energy relative to the best compared isomer or geometry (same formula, charge and spin): 0.2751 eV
* spin multiplicity: 2
* charge: 0
* HOMO-LUMO gap (spin up / spin down): 8.8 / 9.9 eV


[2]
# C18H15F6NO7S2Sr

A molecular structure, C18H15F6NO7S2Sr (ωB97M-V/def2-TZVPD, the Open Molecules 2025 dataset).

Each line ends with the Löwdin charge.
Element x y z (Å)
Sr -0.045 1.284 -0.804  1.69
F 4.346 2.244 -2.724  0.14
C 4.002 2.669 -1.503  -0.64
F 4.913 2.212 -0.638  0.15
F 4.079 3.994 -1.512  0.16
S 2.379 1.873 -1.096  0.51
O 2.632 0.497 -1.368  -0.23
O 2.018 2.172 0.263  -0.32
N 1.314 2.468 -2.066  -0.44
S 0.658 3.712 -1.355  0.56
O -0.387 3.350 -0.452  -0.41
O 1.589 4.703 -0.954  -0.21
C -0.266 4.377 -2.825  -0.64
F -1.043 3.423 -3.355  0.14
F 0.569 4.795 -3.777  0.15
F -1.057 5.401 -2.500  0.16
C -4.665 0.521 -0.791  -0.01
C -3.199 0.130 -0.796  -0.35
O -2.353 1.045 -0.738  -0.12
C -2.839 -1.267 -0.882  -0.09
C -3.778 -2.314 -0.750  -0.04
C -3.394 -3.630 -0.771  -0.11
C -2.037 -3.959 -0.889  -0.08
C -1.099 -2.979 -1.057  -0.01
C -1.452 -1.602 -1.104  -0.34
O -0.553 -0.716 -1.356  -0.31
H -4.728 1.607 -0.794  0.08
H -5.164 0.129 0.090  0.09
H -5.168 0.115 -1.664  0.09
H -4.823 -2.085 -0.610  0.10
H -4.128 -4.417 -0.685  0.09
H -1.737 -4.995 -0.845  0.10
H -0.049 -3.212 -1.165  0.11
C -0.049 0.667 3.515  0.01
C 0.237 -0.019 2.205  -0.33
O -0.351 0.338 1.187  -0.11
C 1.226 -1.120 2.190  -0.13
C 1.578 -1.672 0.951  0.00
C 2.553 -2.649 0.876  -0.05
C 3.181 -3.099 2.028  -0.06
C 2.820 -2.579 3.262  -0.07
C 1.855 -1.593 3.349  -0.02
H -0.744 1.484 3.328  0.09
H 0.872 1.055 3.943  0.10
H -0.487 -0.034 4.222  0.10
H 1.078 -1.297 0.062  0.08
H 2.838 -3.045 -0.086  0.11
H 3.953 -3.852 1.968  0.11
H 3.307 -2.933 4.158  0.10
H 1.596 -1.196 4.319  0.11

Calculated values
* energy relative to the best compared isomer or geometry (same formula, charge and spin): 4.1899 eV
* spin multiplicity: 1
* charge: 0
* HOMO-LUMO gap: 7.3 eV